This record from the OMol25 dataset describes a single BrH2NO2S molecule at a distorted geometry. The level of theory is ωB97M-V with the def2-TZVPD basis set.

```
7
Properties=species:S:1:pos:R:3:forces:R:3
Br -3.339 -0.563 0.013 0.08 0.20 -0.02
S -1.715 0.925 -0.002 1.78 0.69 0.14
O -1.657 1.528 -1.326 -0.25 -0.86 1.61
O -1.802 1.750 1.179 0.02 -0.95 -1.16
N -0.398 -0.242 0.194 -1.24 0.52 -3.06
H 0.526 0.240 0.231 -0.97 0.09 0.09
H -0.463 -0.608 -0.840 0.57 0.31 2.40
```
Forces are in eV/Å.

For the HOMO-LUMO gap, the calculation gives 10.7 eV. The value obtained for the relative energy (zero: lowest compared OMol25 entry of this formula, charge and spin) is 18.3 kJ/mol. Its SMILES is NS(=O)(=O)Br. The LUMO energy comes out at -0.6 eV. The HOMO energy comes out at -11.2829 eV.